# 1
DFT (wB97M-V/def2-TZVPD) results for a 4-piece molecular cluster, C33H50N4O3P overall in a non-equilibrium geometry.

Results
Energy relative to the best compared isomer or geometry (same formula, charge and spin) in eV: 0.000
Frontier orbital gap in Ha: 0.321
LUMO in Ha: -0.09744
HOMO level in Ha: -0.418
Total charge: +1

Cartesian coordinates (Å):
C 5.2794 0.2129 2.9511
C 5.1770 0.5802 1.4587
P 5.1857 2.4268 1.3244
C 6.4498 2.7213 0.0335
N 3.5939 2.7937 0.5758
C 2.5079 2.9183 1.4232
C 1.4233 3.2046 0.6690
C 0.0230 3.4019 1.1241
C -0.8338 2.1744 0.8016
C -0.2488 0.9043 0.7273
C -0.9994 -0.2268 0.4090
C -2.3596 -0.0903 0.1479
C -2.9599 1.1643 0.2328
C -2.2156 2.3025 0.5726
C -2.9528 3.6173 0.6752
N 1.8688 3.2795 -0.6316
C 0.9938 3.6080 -1.7164
C 0.9297 4.8965 -2.2125
C 0.0392 5.1341 -3.2477
N -0.7682 4.2280 -3.7845
C -0.6915 2.9904 -3.2931
C 0.1797 2.6470 -2.2755
C 3.1829 3.0097 -0.6730
C 3.9917 2.9435 -1.8847
C 4.2757 4.0773 -2.6390
C 5.0646 3.8933 -3.7531
C 5.5237 2.6323 -4.1011
N 5.2483 1.5437 -3.3856
C 4.5056 1.7245 -2.3056
H 4.5241 0.7503 3.5156
H 6.2478 0.5169 3.3299
H 5.1511 -0.8595 3.0390
H 6.0847 0.2389 0.9682
H 4.2910 0.1459 1.0064
H 7.3997 2.7171 0.5601
H 6.4724 1.9300 -0.7093
H 6.3272 3.6830 -0.4499
H 2.5822 2.7977 2.4848
H -0.3866 4.2512 0.5900
H 0.0288 3.5857 2.1924
H 0.8044 0.7619 0.9189
H -0.5245 -1.1926 0.3682
H -2.9681 -0.9436 -0.1119
H -4.0144 1.2790 0.0384
H -3.8214 3.4856 1.3106
H -3.2602 3.9511 -0.3116
H -2.3572 4.3912 1.1417
H 1.5433 5.6815 -1.8045
H -0.0110 6.1334 -3.6545
H -1.3447 2.2489 -3.7210
H 0.2146 1.6292 -1.9174
H 3.9068 5.0501 -2.3613
H 5.3192 4.7362 -4.3757
H 6.1342 2.5285 -4.9825
H 4.2900 0.8464 -1.7079
C 3.5879 -4.0483 4.1390
C 2.6444 -3.4322 3.1172
C 1.2926 -4.1286 3.1123
O 3.2330 -3.4726 1.8145
H 3.7729 -5.0987 3.9010
H 4.5516 -3.5374 4.1298
H 3.1742 -3.9919 5.1463
H 2.5056 -2.3730 3.3435
H 1.4082 -5.1817 2.8439
H 0.6297 -3.6744 2.3751
H 0.8141 -4.0736 4.0906
H 3.3695 -4.3972 1.5827
C -6.5412 -2.9429 -3.0745
C -6.0751 -2.3595 -1.7510
C -6.2218 -0.8461 -1.7223
O -4.7157 -2.7316 -1.4947
H -5.9397 -2.5492 -3.8987
H -6.4277 -4.0272 -3.0757
H -7.5871 -2.7025 -3.2662
H -6.6540 -2.7943 -0.9361
H -5.6107 -0.3884 -2.5061
H -5.8825 -0.4479 -0.7644
H -7.2584 -0.5454 -1.8748
H -4.1719 -2.3644 -2.1996
C -3.9759 -5.7871 1.3503
C -5.3034 -5.1498 1.7316
C -6.3467 -5.3461 0.6453
O -5.1232 -3.7549 1.9825
H -3.5861 -5.3305 0.4361
H -3.2378 -5.6316 2.1380
H -4.0841 -6.8593 1.1811
H -5.6588 -5.5825 2.6673
H -6.0034 -4.8650 -0.2747
H -7.2923 -4.8828 0.9304
H -6.5247 -6.4023 0.4389
H -4.8090 -3.3562 1.1618

# 2
DFT (wB97M-V/def2-TZVPD) results for C46H112F6N9O19S6V as an isolated structure in a non-equilibrium geometry.

Results
Frontier orbital gap in Ha: 0.248
LUMO in Ha: -0.34641
HOMO level in Ha: -0.595
Total charge: +4

Cartesian coordinates (Å):
O -1.0297 -0.6284 0.8929
V 0.4797 -1.1254 0.7197
O 0.5879 -2.6894 0.9231
C 5.4586 2.5087 -3.5745
C 5.8094 1.1170 -3.0768
N 6.3249 1.0947 -1.6197
C 7.8630 1.4496 -1.6686
C 5.6261 2.0089 -0.5401
C 4.0686 2.0792 -0.6036
C 6.2414 -0.4066 -1.0619
C 6.6479 -1.5788 -1.9680
O 8.0035 -1.4441 -2.1468
C 8.5566 -2.6217 -2.8157
H 5.7859 2.6240 -4.6078
H 6.0306 3.2629 -3.0339
H 4.3953 2.7387 -3.6421
H 6.4648 0.5754 -3.7589
H 4.8523 0.6013 -2.9992
H 8.2038 1.2397 -0.6547
H 7.9187 2.5076 -1.9250
H 8.5052 0.8665 -2.3286
H 6.1516 2.9596 -0.6300
H 5.9096 1.6927 0.4638
H 3.5851 1.1116 -0.7378
H 3.7913 2.7307 -1.4323
H 3.5627 2.5472 0.2409
H 5.2037 -0.4901 -0.7389
H 6.8553 -0.3132 -0.1661
H 6.1524 -1.5777 -2.9389
H 6.4663 -2.4485 -1.3366
H 8.3638 -3.5734 -2.3206
H 9.6433 -2.6361 -2.9002
H 8.1280 -2.6578 -3.8173
C -3.9098 0.9644 2.8523
C -3.8237 2.4302 2.2994
N -5.1898 3.2466 2.3552
C -6.3383 2.4512 1.6338
C -5.5694 3.5274 3.8365
C -6.9177 4.2410 4.0338
C -4.9555 4.6201 1.6349
C -4.6174 4.5804 0.1725
O -3.2374 4.2776 0.0641
C -2.6927 4.3877 -1.2262
H -4.0412 1.0639 3.9298
H -2.9358 0.4835 2.7615
H -4.6901 0.4053 2.3360
H -3.5414 2.3467 1.2499
H -3.0685 3.0434 2.7912
H -5.9609 2.0690 0.6853
H -7.2412 3.0374 1.4632
H -6.6708 1.6559 2.3009
H -4.7658 4.1373 4.2493
H -5.5388 2.6257 4.4482
H -7.6938 3.4764 4.0658
H -7.1727 5.0182 3.3134
H -6.8977 4.7411 5.0021
H -4.0495 4.9800 2.1225
H -5.7981 5.2776 1.8490
H -4.6822 5.6146 -0.1657
H -5.2582 4.0420 -0.5258
H -1.6941 3.9621 -1.1274
H -2.5092 5.4171 -1.5341
H -3.2153 3.8828 -2.0386
C -5.7095 -3.6812 5.3702
C -4.6923 -2.7648 6.0111
N -3.2918 -2.7975 5.3384
C -3.4739 -2.2156 3.9150
C -2.2857 -1.9646 6.2296
C -2.7641 -0.5485 6.5577
C -2.8037 -4.2846 5.2096
C -1.3807 -4.3711 4.5074
O -1.1893 -3.8505 3.2107
C -1.7532 -4.7064 2.2765
H -5.4143 -4.7240 5.4869
H -5.7920 -3.6437 4.2839
H -6.7021 -3.5988 5.8130
H -4.3710 -3.1056 6.9953
H -5.0422 -1.7357 6.0920
H -2.5422 -1.8550 3.4791
H -4.2272 -1.4279 3.9116
H -3.8174 -2.9202 3.1576
H -1.3424 -1.9846 5.6838
H -2.2661 -2.5721 7.1344
H -2.6755 0.1129 5.6959
H -2.1195 -0.0503 7.2818
H -3.7249 -0.3686 7.0401
H -3.4718 -4.9726 4.6916
H -2.6151 -4.4778 6.2656
H -1.1443 -5.4345 4.5453
H -0.5984 -3.9762 5.1557
H -1.7281 -4.1199 1.3580
H -2.8251 -4.8935 2.3408
H -1.1005 -5.5657 2.1224
C 0.5456 -5.1170 -1.6593
C 0.8767 -5.6726 -0.3201
N 2.3278 -6.3551 -0.1901
C 3.4363 -5.3897 -0.5455
C 2.5135 -6.7470 1.2968
C 2.7263 -5.6226 2.3185
C 2.4474 -7.6185 -1.0658
C 1.3975 -8.6928 -0.9861
O 0.0837 -8.3278 -1.3114
C -1.0803 -9.1228 -1.1544
H 0.5134 -5.8685 -2.4482
H 1.4502 -4.5871 -1.9578
H -0.3137 -4.4464 -1.6633
H 0.0797 -6.2970 0.0838
H 0.9359 -4.8035 0.3350
H 3.2567 -4.3933 -0.1418
H 3.5856 -5.3063 -1.6220
H 4.3618 -5.8642 -0.2193
H 3.4309 -7.3348 1.2642
H 1.6688 -7.3468 1.6356
H 3.5094 -5.9596 2.9977
H 1.8637 -5.4237 2.9545
H 2.9828 -4.6321 1.9427
H 3.4688 -7.9480 -0.8754
H 2.3007 -7.1758 -2.0510
H 1.4086 -9.1413 0.0074
H 1.6453 -9.5567 -1.6028
H -1.8198 -8.3308 -1.2731
H -1.0789 -9.3627 -0.0912
H -1.0467 -9.9764 -1.8313
C -4.4648 -4.6545 -1.1846
C -3.4312 -3.6738 -1.6381
O -2.5773 -3.2849 -0.8705
N -3.7206 -2.9763 -2.9695
H -3.9568 -3.6613 -3.6732
H -4.5387 -2.3849 -2.9370
C -2.5427 -2.0981 -3.4191
H -4.7310 -5.3812 -1.9521
H -5.3425 -4.1958 -0.7292
H -4.0377 -5.3308 -0.4440
H -2.8574 -1.7066 -4.3864
H -1.6710 -2.7498 -3.4781
H -2.3404 -1.3077 -2.6964
C 0.3498 5.1155 1.2294
C 1.1224 4.1764 0.3192
C 1.4046 4.6062 -1.0855
C 2.3685 5.8341 -1.3261
N 2.3969 6.3470 -2.8390
C 3.6122 7.2608 -3.0294
C 4.2612 6.9411 -4.3981
C 3.5378 5.7778 -4.9030
C 2.8870 5.0955 -3.6898
C 1.0592 6.8952 -3.4024
C 0.4226 8.0115 -2.5499
C -0.6203 8.9018 -3.1678
H 0.9245 6.0312 1.3685
H 0.2024 4.7764 2.2547
H -0.6464 5.3164 0.8352
H 0.6445 3.1968 0.3092
H 2.0847 4.1084 0.8267
H 0.4526 4.8141 -1.5739
H 1.9239 3.9129 -1.7471
H 3.3970 5.6564 -1.0118
H 2.0038 6.7034 -0.7789
H 3.2642 8.2934 -3.0044
H 4.3652 7.1022 -2.2575
H 3.9871 7.8320 -4.9633
H 5.3402 6.7890 -4.3712
H 2.8704 5.8613 -5.7608
H 4.3095 5.0406 -5.1243
H 2.0196 4.4685 -3.8966
H 3.5871 4.6298 -2.9963
H 0.2830 6.1322 -3.4622
H 1.2926 7.1256 -4.4419
H 1.2479 8.6912 -2.3377
H 0.0856 7.5948 -1.6007
H -1.4714 8.4251 -3.6540
H -0.0964 9.5507 -3.8696
H -1.0237 9.4629 -2.3249
N 0.9356 -0.6178 -1.1780
S 0.6266 0.6624 -2.2604
O -0.4075 0.3987 -3.2949
O 1.7338 1.4962 -2.6048
F -0.0717 1.5637 -1.2292
S 1.7118 -1.3197 -2.2901
O 3.0757 -0.9376 -2.5966
O 0.9329 -2.0443 -3.3480
F 2.0986 -2.5846 -1.3212
N -5.5948 -0.8280 -2.9317
S -6.2726 -0.2090 -4.2893
O -5.3764 0.3473 -5.2937
O -7.6239 0.4109 -4.1719
F -6.7049 -1.6114 -4.9525
S -5.1864 0.4381 -2.3321
O -6.2751 1.4031 -2.0168
O -4.0049 1.0158 -2.9055
F -4.7328 -0.2173 -0.9320
N 1.7749 -0.3199 2.1541
S 1.8174 0.9712 2.9550
O 2.7770 1.9714 2.4528
O 1.3272 1.0087 4.3755
F 0.5758 1.5858 2.1316
S 3.3609 -0.7268 2.6202
O 3.7507 -0.7438 4.0010
O 4.3865 -0.4765 1.6347
F 3.1844 -2.3211 2.4119

# 3
DFT (wB97M-V/def2-TZVPD) results for a 5-piece molecular cluster, C26H66N4O10 overall in a non-equilibrium geometry.

Results
Energy relative to the best compared isomer or geometry (same formula, charge and spin) in eV: 1.133
Frontier orbital gap (spin up / spin down) in Ha: 0.280 / 0.087
LUMO (spin up / spin down) in Ha: -0.08951 / -0.28296
HOMO level (spin up / spin down) in Ha: -0.370 / -0.370
2S+1: 2
⟨S²⟩: 0.7542
Total charge: +1

Cartesian coordinates (Å):
C 24.9384 19.7072 -1.6517
O 26.3269 19.3619 -1.9468
C 27.1968 19.8666 -0.9490
C 28.6013 19.3505 -1.3156
N 29.7767 19.7535 -0.4853
C 30.0194 21.1509 -0.6138
C 31.2465 21.5132 0.1465
O 32.3516 20.7397 -0.2918
C 33.6082 21.0617 0.3866
H 24.7384 19.2258 -0.6945
H 24.3704 19.2915 -2.4840
H 24.7447 20.7755 -1.5551
H 26.8712 19.6003 0.0565
H 27.1823 20.9401 -1.1375
H 28.8388 19.6927 -2.3228
H 28.5086 18.2646 -1.2985
H 30.6540 19.2565 -0.5446
H 29.1676 21.5877 -0.0926
H 30.0994 21.5499 -1.6249
H 31.0553 21.3082 1.1998
H 31.4463 22.5750 0.0030
H 34.4597 20.5515 -0.0637
H 33.5130 20.9919 1.4702
H 33.8473 22.1185 0.2680
C 21.3754 21.6797 2.1943
O 21.1613 23.1004 2.4691
C 20.3210 23.7105 1.5112
C 20.4367 25.2935 1.6739
N 21.6277 25.7832 1.0962
C 21.7528 27.1834 1.1687
C 23.1120 27.6729 0.6802
O 24.1156 27.1722 1.4093
C 24.4108 27.8300 2.6089
H 21.9985 21.3530 3.0268
H 22.0334 21.5311 1.3381
H 20.4420 21.1174 2.1681
H 19.2859 23.3783 1.5907
H 20.5867 23.4207 0.4945
H 20.4319 25.5115 2.7419
H 19.4655 25.7060 1.4007
H 22.3044 25.3636 1.7176
H 21.4626 27.5388 2.1574
H 21.0368 27.5295 0.4233
H 23.1566 28.7581 0.5882
H 23.2982 27.4735 -0.3751
H 24.1885 28.8969 2.6264
H 25.4815 27.7095 2.7737
H 23.6910 27.4496 3.3338
C 16.5915 24.2384 -0.4981
O 17.8534 24.7720 -0.6824
C 17.9315 25.7621 -1.7625
C 19.3258 26.4355 -1.6896
N 19.4956 27.3615 -2.7972
C 20.8773 27.8343 -2.7175
C 21.1308 28.6070 -3.9875
O 22.4789 29.0410 -3.9705
C 23.0528 29.4667 -5.2251
H 16.2634 23.6993 -1.3868
H 15.7799 24.9589 -0.3966
H 16.6499 23.4389 0.2405
H 17.1376 26.5065 -1.7025
H 17.9375 25.2146 -2.7050
H 20.0481 25.6291 -1.5624
H 19.3196 27.0775 -0.8088
H 18.8864 28.1226 -2.5331
H 21.5821 27.0149 -2.5770
H 20.9327 28.5833 -1.9276
H 20.5050 29.4994 -3.9778
H 20.9491 27.9633 -4.8482
H 22.5057 30.2330 -5.7742
H 23.2598 28.6386 -5.9029
H 24.0073 29.9778 -5.0997
C 22.4440 17.9364 0.7477
O 22.1644 17.4612 -0.6166
C 20.8053 17.5151 -0.9197
C 20.6618 17.5272 -2.3945
N 21.3301 18.6613 -2.9573
C 21.1524 18.6134 -4.4344
C 21.6868 19.9371 -4.9979
O 23.0545 20.1140 -4.6196
C 23.6819 21.2625 -5.1895
H 23.4841 17.6913 0.9626
H 21.7425 17.5578 1.4911
H 22.2902 19.0099 0.8583
H 20.4582 18.4918 -0.5826
H 20.3572 16.6639 -0.4071
H 19.6126 17.4020 -2.6621
H 21.2952 16.7160 -2.7535
H 22.3090 18.6113 -2.7135
H 20.0883 18.5214 -4.6518
H 21.6116 17.7002 -4.8131
H 21.0833 20.8314 -4.8423
H 21.6931 19.8181 -6.0814
H 24.6706 21.5440 -4.8271
H 23.1493 22.1858 -4.9613
H 23.6949 21.1706 -6.2755
C 21.3491 21.9929 -1.9032
C 19.8603 21.5824 -1.6742
O 19.4109 20.7001 -2.6819
O 22.1677 20.8947 -1.6202
H 21.6389 22.8763 -1.3342
H 21.4654 22.1824 -2.9703
H 19.3711 22.5532 -1.5941
H 19.7975 21.0199 -0.7427
H 20.0429 19.9803 -2.7451
H 21.7767 20.0923 -1.9734

# 4
DFT (wB97M-V/def2-TZVPD) results for C8H16RhS4 as an isolated structure in a non-equilibrium geometry.

Results
Energy relative to the best compared isomer or geometry (same formula, charge and spin) in eV: 1.659
Frontier orbital gap (spin up / spin down) in Ha: 0.226 / 0.228
LUMO (spin up / spin down) in Ha: -0.53908 / -0.53696
HOMO level (spin up / spin down) in Ha: -0.765 / -0.765
Total charge: +3

Cartesian coordinates (Å):
Rh 0.0000 -0.7981 -0.7981
C 2.6466 1.1236 -0.9611
C 1.4866 1.6870 -1.7742
S 0.0031 1.8287 -0.7008
C -1.4920 1.6913 -1.7593
C -2.6434 1.1239 -0.9365
S -2.4231 -0.6729 -0.6699
C -2.6466 -0.9611 1.1236
C -1.4866 -1.7742 1.6870
S -0.0031 -0.7008 1.8287
C 1.4920 -1.7593 1.6913
C 2.6434 -0.9365 1.1239
S 2.4231 -0.6699 -0.6729
H 2.7647 1.6423 -0.0074
H 3.5783 1.2488 -1.5259
H 1.2735 1.0810 -2.6648
H 1.7512 2.6937 -2.1178
H -1.2880 1.0897 -2.6551
H -1.7595 2.6998 -2.0952
H -3.5822 1.2595 -1.4868
H -2.7455 1.6333 0.0240
H -3.5783 -1.5259 1.2488
H -2.7647 -0.0074 1.6423
H -1.2735 -2.6648 1.0810
H -1.7512 -2.1178 2.6937
H 1.2880 -2.6551 1.0897
H 1.7595 -2.0952 2.6998
H 3.5822 -1.4868 1.2595
H 2.7455 0.0240 1.6333

These records have E_tot values of -56418.7189, -208789.6461, -54451.0932, -54872.9225 eV, in the order they appear.